Computed, not measured: a 2-piece molecular cluster, C6H4 overall, with ωB97M-V with the def2-TZVPD basis set.

```
10
C6H4, DFT ωB97M-V with the def2-TZVPD basis set
C 1.33 -1.02 0.13
H 1.10 2.32 0.14
C 0.89 1.33 0.00
C -0.84 -0.41 -0.17
H -1.86 -0.52 -0.20
C -0.43 0.90 -0.23
H -0.77 -2.94 0.61
C 1.65 0.18 0.00
C 0.06 -1.45 0.03
H -1.14 1.61 -0.31
```

Results
frontier orbital gap = 9.376 eV
energy = -230.77113 hartree
highest occupied orbital energy = -9.57 eV
energy relative to the best compared isomer or geometry (same formula, charge and spin) = 66.25 kcal/mol



Computed, not measured: one molecule with the formula C6H4, with ωB97M-V with the def2-TZVPD basis set.

```
10
C6H4, DFT ωB97M-V with the def2-TZVPD basis set
H -0.33 -1.47 0.62
H 0.07 -1.11 -1.12
C 2.58 0.15 -1.09
C 1.81 0.69 -0.20
C 2.54 -0.05 1.10
C 0.25 0.78 0.06
C 0.27 -0.84 -0.05
H 0.11 1.06 1.12
C 1.75 -0.72 0.20
H -0.29 1.23 -0.83
```

Results
frontier orbital gap = 9.356 eV
energy = -230.67119 hartree
highest occupied orbital energy = -9.81 eV
energy relative to the best compared isomer or geometry (same formula, charge and spin) = 128.96 kcal/mol



Computed, not measured: C6H4 as an isolated structure, with ωB97M-V with the def2-TZVPD basis set.

```
10
C6H4, DFT ωB97M-V with the def2-TZVPD basis set
C 0.28 -0.39 0.14
C 2.55 0.85 -0.07
H 2.47 1.96 -0.29
H -1.89 -0.62 -0.02
C -3.88 0.93 -0.05
H -0.75 -2.32 0.17
C -0.73 -1.16 0.03
C -3.03 0.08 -0.08
C 1.43 0.25 0.15
H 3.55 0.42 0.02
```

Results
frontier orbital gap (spin up / spin down) = 6.182 / 6.200 eV
energy = -230.58977 hartree
highest occupied orbital energy (spin up / spin down) = -9.49 / -9.50 eV
energy relative to the best compared isomer or geometry (same formula, charge and spin) = 180.05 kcal/mol



Computed, not measured: a 14-piece molecular cluster, C6H40O14 overall, with ωB97M-V with the def2-TZVPD basis set.

```
60
C6H40O14, DFT ωB97M-V with the def2-TZVPD basis set
H 1.30 2.48 -4.41
H -1.61 3.66 -0.44
H -1.89 -2.40 4.47
O 0.87 3.12 4.13
H -0.87 1.06 0.76
H -0.31 1.01 2.30
H 1.01 4.01 3.83
H -0.99 -0.43 1.69
H -3.09 1.54 0.45
H -3.08 -5.20 -2.72
H -1.36 -2.40 -4.42
O 3.03 0.98 -1.85
O 0.82 -0.15 -3.87
H -0.99 -6.06 -2.83
H -1.65 -4.95 -4.55
C -1.36 -4.44 -3.64
H 3.45 -0.34 1.68
H -2.38 -3.89 -1.78
O -1.75 3.35 3.10
H 3.26 3.16 1.11
O -1.09 3.71 0.37
H 1.63 -0.39 1.60
H 0.64 -1.90 0.10
C -0.32 0.38 1.41
H 0.36 -0.60 -1.07
H 2.02 -1.27 -0.74
H 1.94 1.58 4.67
C -0.75 -3.09 -3.83
H -0.25 4.07 0.09
O -3.97 1.73 0.79
H -0.89 -1.78 3.52
O 4.00 0.24 2.20
O 1.23 3.00 -3.60
H 0.22 -3.07 -4.33
H 3.65 0.39 -2.27
H -4.54 1.13 0.31
H -0.59 -2.60 -2.87
H 2.83 0.67 3.84
C 1.05 -0.99 -0.33
H 0.11 0.47 -3.69
H -0.04 2.93 3.90
H 4.25 3.90 1.98
O -1.82 -1.98 3.62
O 1.64 1.27 0.36
H -2.43 2.69 2.98
H -3.29 -3.71 -3.36
H -4.62 -1.16 2.48
H -3.16 -1.38 2.10
O -4.02 -1.18 1.73
H -1.47 3.58 2.21
H 4.08 1.03 1.66
C -2.54 -4.26 -2.79
O -0.46 -5.26 -2.91
H 1.42 2.38 -2.90
C 1.05 0.08 0.79
H 2.17 0.57 -2.00
O 4.15 3.11 1.44
H 2.32 1.21 -0.32
O 2.31 0.69 4.65
H 0.78 -0.30 -4.81
```

Results
frontier orbital gap (spin up / spin down) = 2.307 / 9.828 eV
energy = -1305.91728 hartree
highest occupied orbital energy (spin up / spin down) = -0.03 / -7.60 eV
net charge = -1
spin multiplicity = 2



Computed, not measured: a 15-piece molecular cluster, C6H40O15 overall, with ωB97M-V with the def2-TZVPD basis set.

```
61
C6H40O15, DFT ωB97M-V with the def2-TZVPD basis set
H -2.04 -3.24 -0.43
H -2.02 3.54 -2.09
H -3.29 -0.72 -1.27
H -4.87 0.61 1.48
C 1.01 -3.34 -0.35
H 3.44 4.46 0.89
H -2.05 2.67 1.35
O 0.70 -0.65 -3.50
H 3.01 -4.14 -0.03
C 2.47 -3.64 -0.85
H 2.63 4.11 -0.37
O -4.06 -0.15 -1.45
H -0.69 4.20 0.56
H -0.15 1.53 3.35
O -0.54 1.92 -4.02
H -2.14 -2.41 -2.61
H 0.62 -0.30 4.43
H 0.84 -3.23 0.72
H 3.96 -3.06 -2.38
O -2.28 1.74 1.24
H 2.26 -4.49 -1.53
O -0.68 1.47 4.14
H 0.43 -1.04 1.83
H 0.41 2.02 -4.10
O -1.13 3.73 -1.79
H 0.45 0.89 -1.46
H -1.21 -3.08 2.98
H 0.28 -1.21 -2.83
H -4.86 0.37 -0.05
H 4.98 -1.26 -1.13
H 1.52 -0.02 1.49
H -2.55 1.52 2.14
O -0.20 1.43 -0.98
C -0.01 -3.17 -1.18
O -0.11 4.60 1.25
C -1.31 -2.49 -0.85
C 3.36 -2.59 -1.59
O 3.43 0.98 1.71
H 0.17 -0.70 -4.29
O 3.08 3.71 0.38
H -1.07 -1.68 -0.15
H -0.72 2.89 -1.50
H 3.66 -1.43 0.15
H 0.04 -3.52 -2.26
H 2.62 -1.70 -1.79
H -0.71 -0.67 4.93
O -1.87 -1.78 -1.94
H 0.71 4.18 0.94
H 2.69 1.60 1.69
H -3.75 0.52 -2.06
H 4.13 1.44 1.24
H 0.30 -3.07 3.26
O 0.61 -0.27 1.28
O -0.35 -2.82 2.60
H 5.05 -2.62 -0.09
H -1.18 2.26 4.33
C 4.33 -1.96 -0.57
H -0.85 1.13 -3.59
O 0.04 -1.06 4.46
O -5.34 0.13 0.79
H -0.52 0.75 -0.36
```

Results
frontier orbital gap = 9.435 eV
energy = -1381.11645 hartree
highest occupied orbital energy = -9.41 eV
energy relative to the best compared isomer or geometry (same formula, charge and spin) = 83.59 kcal/mol



Computed, not measured: a 14-piece molecular cluster, C6H41NO13 overall, with ωB97M-V with the def2-TZVPD basis set.

```
61
C6H41NO13, DFT ωB97M-V with the def2-TZVPD basis set
H -2.66 -2.35 1.72
O -1.01 2.84 -4.04
H 1.34 -4.62 -0.85
H 2.22 -1.11 2.01
H 2.67 0.23 -0.55
O -2.13 2.84 1.73
H 0.14 5.03 0.72
H 2.01 -0.08 -3.03
O -1.97 -2.41 1.07
H 1.81 -1.46 4.07
H -1.91 0.19 -0.51
H -0.42 -3.40 2.05
O -1.48 -0.47 -2.67
C 0.95 -0.64 0.31
N 1.70 -0.30 1.62
H -2.79 3.48 2.03
H 2.96 2.94 1.47
H 0.29 0.25 0.33
O 4.61 0.03 2.09
H 3.95 0.25 1.42
H 0.14 -1.80 3.63
H -2.45 2.82 0.80
C 1.43 -0.39 -2.14
H -0.24 0.06 2.37
H -2.80 2.32 -3.10
H 0.62 -1.04 -2.48
O 0.42 -3.80 1.81
O 2.03 3.06 1.19
O 0.37 -4.40 -0.84
H -0.09 -5.04 -1.38
H -1.70 -1.46 0.78
O -1.93 0.23 0.44
H -0.91 2.13 -4.67
H 2.94 -2.60 0.08
H -3.66 -2.71 -1.51
H -2.21 -0.04 -2.26
H 2.32 -2.75 -1.47
H -1.26 2.63 -0.81
H -0.27 3.43 -3.90
H 1.19 0.99 3.17
C 2.04 -0.64 -0.81
C 0.80 -0.99 3.85
H 3.77 -1.70 -1.29
H -0.52 2.42 -2.18
H 1.73 2.14 1.20
C 2.81 -1.96 -0.91
O -3.22 1.87 -2.35
H -4.16 1.75 -2.58
H 0.89 0.60 -2.24
O -0.42 2.44 -1.23
H 0.40 -1.57 0.33
H -0.92 4.16 1.38
O -0.83 4.96 0.84
H -2.24 -3.30 -1.15
O -2.78 -2.95 -1.86
H 4.05 -0.03 2.89
H 0.53 -0.60 4.82
H 0.52 -3.97 0.84
C 0.76 0.05 2.77
H -1.68 0.99 0.92
H -1.39 -1.40 -2.62
```

Results
frontier orbital gap = 8.894 eV
energy = -1285.97971 hartree
highest occupied orbital energy = -8.90 eV
energy relative to the best compared isomer or geometry (same formula, charge and spin) = 86.38 kcal/mol